Entry 1:
Entry from the OMol25 dataset: a molecular structure, C55H131BN9O25Sr2 in a non-equilibrium geometry (the ωB97M-V functional and the def2-TZVPD basis).

maximum force: 1.92 eV Å⁻¹
molecular weight: 1504.743 u
net charge: +3
frontier orbital gap: 6.4597 eV
ΔE to the lowest compared entry with this formula, charge and spin: 0.0 kJ/mol

Structure (XYZ):
```
223
Properties=species:S:1:pos:R:3:mulliken_charge:R:1
Sr 1.95003 5.88430 -2.62070 1.815
Sr -3.05891 0.03973 5.33103 1.304
O -1.70889 0.01389 3.12615 1.242
C -1.18262 0.30642 2.07633 -1.209
O -1.44600 1.32839 1.30534 -0.504
B -0.62517 1.20608 0.06392 0.325
O 0.20195 0.00737 0.26174 0.560
C -0.04862 -0.50737 1.43729 0.546
O 0.40239 -1.52656 1.86739 0.278
O 0.25715 2.36917 -0.17064 0.641
C 0.06345 2.85190 -1.35284 0.044
O 0.59279 3.80373 -1.87014 -0.049
C -1.04007 2.00008 -2.02787 -0.225
O -1.43209 1.08751 -1.14351 -0.607
O -1.34990 2.08421 -3.16649 -0.609
C -3.24250 2.28094 -11.43630 -0.778
O -2.89460 2.19808 -10.08216 -0.330
C -4.01034 1.83964 -9.26802 -0.647
C -3.55855 1.89638 -7.81876 -0.628
N -2.33835 1.12222 -7.67705 -0.344
C -1.66029 1.40793 -6.42629 -0.957
C -0.29693 0.74329 -6.36985 0.332
O 0.49427 1.37432 -7.34549 -0.355
C 1.87322 1.11925 -7.21713 -0.451
H -2.37862 2.38565 -12.09252 0.263
H -3.83877 3.17854 -11.64787 0.284
H -3.81860 1.41732 -11.78279 0.316
H -4.26005 0.80027 -9.50425 0.366
H -4.86775 2.48610 -9.46110 0.465
H -4.37423 1.50370 -7.20641 0.296
H -3.47109 2.97430 -7.60129 0.293
H -1.77807 1.35097 -8.49040 0.412
H -2.26577 1.22000 -5.53784 0.438
H -1.48109 2.49803 -6.38894 0.304
H -0.40390 -0.34131 -6.49616 0.733
H 0.07411 0.88060 -5.34449 -0.370
H 2.37953 1.52620 -8.09454 0.313
H 2.02262 0.03583 -7.21942 0.373
H 2.33780 1.63578 -6.36729 -0.047
C -0.04055 -8.58735 6.80830 -0.753
O 0.61839 -8.69050 5.56496 -0.313
C -0.13676 -9.45398 4.64163 -0.610
C 0.44809 -9.35354 3.25957 -0.724
N 0.26718 -7.99998 2.74118 -0.322
C 0.90444 -7.87434 1.42419 -0.873
C 0.88629 -6.40307 1.03185 -0.337
O 1.68458 -5.73482 2.00010 -0.472
C 1.63864 -4.32661 1.87803 -0.098
H -0.22478 -9.58844 7.20634 0.315
H -0.90813 -7.92698 6.74787 0.288
H 0.64773 -8.14305 7.53041 0.248
H -1.15166 -9.03147 4.60945 0.315
H -0.27714 -10.48060 5.00064 0.496
H -0.08859 -10.04187 2.59929 0.401
H 1.48613 -9.70849 3.20309 0.384
H 0.74737 -7.33703 3.34059 0.259
H 0.36044 -8.45814 0.68030 0.417
H 1.95691 -8.17891 1.41578 0.379
H -0.10150 -5.94143 0.92402 0.215
H 1.41313 -6.27639 0.07307 0.390
H 2.23626 -3.94933 2.70886 0.203
H 0.61949 -3.99296 2.09143 -0.178
H 2.01465 -3.97433 0.91705 0.313
C 4.18947 -2.00241 -0.95755 -1.279
O 4.12328 -0.62923 -1.29647 -0.226
C 3.74042 0.18070 -0.21312 0.088
C 3.51945 1.58375 -0.77212 0.776
N 4.74132 2.08644 -1.43438 0.309
C 5.70883 2.60532 -0.45322 -0.258
C 7.07150 2.93898 -1.09857 -1.098
O 6.87350 4.07387 -1.93086 -0.045
C 8.08855 4.52307 -2.47922 -1.057
H 4.25681 -2.53972 -1.89957 0.000
H 3.27336 -2.33387 -0.45044 0.427
H 4.98270 -2.26329 -0.25007 0.455
H 4.47447 0.14373 0.60341 0.532
H 2.79101 -0.16643 0.21708 -0.322
H 3.24223 2.25209 0.04773 -1.028
H 2.63534 1.58523 -1.41108 -0.522
H 5.21457 1.27240 -1.82217 0.382
H 5.95608 1.89450 0.34538 0.429
H 5.38651 3.52761 0.03744 -0.100
H 7.39671 2.07506 -1.68683 0.467
H 7.78935 3.15729 -0.30607 0.430
H 7.91933 5.23589 -3.29078 0.315
H 8.67686 3.73104 -2.95487 0.389
H 8.77589 5.04865 -1.80852 0.289
C -1.99148 -2.99914 3.27374 -0.141
O -2.93535 -2.46890 4.20137 -0.093
C -4.23714 -3.04751 3.94329 -0.682
C -5.34617 -2.46803 4.80296 -0.909
N -5.41418 -0.99780 4.73658 1.241
C -6.21893 -0.49028 5.84966 -0.846
C -6.32612 1.01176 5.81545 -0.697
O -5.02175 1.50714 6.18918 -0.074
C -5.04808 2.85681 6.62435 -0.916
H -1.96509 -4.08732 3.17083 0.660
H -1.00338 -2.69134 3.60301 -0.702
H -2.21667 -2.58435 2.28940 -0.103
H -4.20572 -4.11718 4.15983 0.432
H -4.50088 -2.92961 2.88797 0.333
H -5.28612 -2.91126 5.79930 0.595
H -6.30107 -2.80204 4.37604 0.256
H -5.98537 -0.77462 3.90107 -0.855
H -5.81587 -0.81924 6.81229 0.333
H -7.24807 -0.87625 5.83602 0.395
H -7.03250 1.34010 6.58063 0.492
H -6.63848 1.40521 4.84516 0.355
H -5.74046 3.11785 7.43133 0.347
H -5.30484 3.53979 5.81039 0.341
H -4.06536 3.07854 7.03816 0.205
C 4.18754 -4.63739 -5.31804 -0.794
O 3.31309 -3.54247 -5.10525 -0.381
C 3.61904 -2.79990 -3.94675 -1.426
C 2.56048 -1.71993 -3.82424 1.048
N 1.29392 -2.28917 -3.36820 -0.023
C 0.25923 -1.25339 -3.26060 0.575
C -1.11687 -1.78854 -2.82793 -1.522
O -1.34495 -1.89107 -1.44742 0.326
C -0.57527 -2.92839 -0.84195 -0.505
H 4.63746 -5.06785 -4.42005 0.318
H 5.02460 -4.32882 -5.95185 0.281
H 3.62524 -5.40446 -5.84526 0.289
H 4.61941 -2.34818 -4.02219 0.489
H 3.63678 -3.47736 -3.08385 0.633
H 2.37413 -1.29095 -4.81944 -0.187
H 2.88023 -0.91055 -3.16517 -0.169
H 0.95075 -3.01302 -3.98700 0.429
H 0.12208 -0.82747 -4.26108 -0.189
H 0.55495 -0.52356 -2.50194 -0.239
H -1.24945 -2.77176 -3.29869 0.602
H -1.85257 -1.11029 -3.26019 0.315
H -0.97190 -3.14952 0.14666 -0.318
H 0.47776 -2.64460 -0.84070 0.021
H -0.64801 -3.84403 -1.43847 0.680
C -9.86299 -3.75450 2.59497 -0.836
O -9.01782 -2.68145 2.22396 -0.349
C -9.29516 -1.53044 2.98742 -0.485
C -8.65633 -0.31909 2.29352 -0.856
N -7.18851 -0.49063 2.35357 -0.114
C -6.51043 0.43109 1.41695 -1.546
C -5.06646 0.06760 1.22860 0.739
O -5.03417 -1.22454 0.63196 -0.465
C -3.77084 -1.55919 0.10930 -0.966
H -9.96797 -3.79784 3.68593 0.332
H -9.42971 -4.69953 2.27865 0.276
H -10.89268 -3.69484 2.23271 0.312
H -9.00564 -1.59989 4.04134 0.204
H -10.37722 -1.35534 2.96903 0.554
H -8.99456 0.56305 2.84061 0.372
H -8.98899 -0.30222 1.25239 0.381
H -7.12156 -1.41272 1.91277 0.245
H -6.58759 1.48677 1.69483 0.393
H -7.05706 0.39123 0.46929 0.575
H -4.36070 0.06092 2.07583 -0.449
H -4.67646 0.77124 0.48026 0.422
H -3.70648 -1.15770 -0.90842 0.533
H -3.58227 -2.62630 0.01903 0.468
H -2.96214 -1.05126 0.64946 -0.102
C 5.07040 7.97412 -2.79416 -0.886
O 4.06508 7.29984 -2.05861 -0.201
C 4.52963 6.88301 -0.75492 -0.075
C 3.37578 6.51976 0.18761 -0.780
N 2.51875 5.33155 -0.15094 1.293
C 1.48602 5.29267 0.91851 -0.809
C 1.94902 4.71928 2.26371 -0.295
O 2.92271 3.74467 1.97417 -0.002
C 3.40012 2.98795 3.09097 -0.713
H 4.80190 8.11868 -3.84124 0.323
H 6.00084 7.39906 -2.82311 0.214
H 5.28808 8.96771 -2.39887 0.352
H 5.14954 7.62548 -0.25463 0.550
H 5.10363 5.97001 -0.94292 -0.175
H 2.70412 7.35317 0.39594 0.530
H 3.79624 6.20141 1.14778 0.343
H 3.07256 4.51685 0.11553 -1.202
H 0.58237 4.80552 0.55354 -0.156
H 1.10790 6.29768 1.13814 0.639
H 1.08238 4.25063 2.74626 0.016
H 2.32056 5.52033 2.91526 0.493
H 3.98139 2.17856 2.65093 0.142
H 2.65393 2.52944 3.74394 0.093
H 4.05086 3.66035 3.65389 0.342
C -0.64636 2.58643 5.24859 -0.578
O -1.69447 2.07237 6.09669 -0.400
H -0.44480 3.64127 5.44085 0.516
H 0.28598 2.05555 5.44261 0.231
H -0.98391 2.47771 4.22127 0.052
H -1.43483 2.24696 7.01020 0.218
C 5.38089 3.54464 -4.84956 -1.136
C 4.10355 4.28114 -4.48080 0.143
C 2.83601 3.68341 -5.02868 -0.677
O 1.70502 4.53227 -4.70468 -0.222
C 0.56467 3.91787 -5.29386 -0.859
N 3.99204 4.39770 -2.99169 1.591
H 5.61371 2.77733 -4.11312 0.100
H 6.18978 4.25321 -4.99560 0.228
H 5.25494 2.99283 -5.78702 0.497
H 4.29021 5.27837 -4.89857 0.231
H 2.77258 2.63423 -4.72352 0.136
H 2.90939 3.69628 -6.11983 0.685
H 0.63036 3.78777 -6.37486 0.519
H -0.35930 4.45419 -5.06238 0.353
H 0.33656 2.93902 -4.85465 -0.078
H 3.96223 3.45367 -2.57540 -0.676
H 4.97002 4.55351 -2.72393 -0.762
C 1.24096 -1.63857 7.22643 -1.593
C 0.56002 -0.75132 6.15866 -0.055
C 1.30386 -0.82547 4.84140 0.356
O 2.59979 -0.32700 5.00418 -0.444
C 3.52616 -0.76304 4.03003 -0.681
N -0.84431 -1.19989 5.97053 0.056
H 0.71502 -1.73361 8.17700 0.446
H 2.25447 -1.29172 7.42027 0.369
H 1.29565 -2.64612 6.80116 0.413
H 0.54230 0.27226 6.54113 0.121
H 0.76234 -0.15247 4.15918 -0.689
H 1.28720 -1.83153 4.40595 0.399
H 3.79421 -1.80356 4.23453 0.409
H 4.42665 -0.15580 4.08327 0.323
H 3.13118 -0.70034 3.00970 0.129
H -1.18820 -1.51259 6.88101 0.376
H -0.71590 -2.09869 5.50066 -0.071
```


Entry 2:
Entry from the OMol25 dataset: a molecular structure, C23H19AuINOS2Sb in a non-equilibrium geometry (the ωB97M-V functional and the def2-TZVPD basis).

maximum force: 1.83 eV Å⁻¹
molecular weight: 835.176 u
net charge: +1
frontier orbital gap (spin up / spin down): 5.8671 / 5.8678 eV

Structure (XYZ):
```
49
Properties=species:S:1:pos:R:3:mulliken_charge:R:1
Au -0.00645 -0.11017 0.86234 0.523
O 1.82059 0.15666 -0.36600 -0.408
N 2.42812 1.32073 -0.14627 0.398
C 3.77190 1.35181 -0.19251 -0.122
C 4.45775 2.53175 -0.05034 -0.830
C 3.74618 3.71083 0.15651 -0.154
C 2.37279 3.64873 0.26537 -0.826
C 1.70756 2.43248 0.12714 0.581
S -0.00583 2.30152 0.28151 -0.342
H 4.24208 0.39192 -0.34874 0.501
H 5.53666 2.52468 -0.08678 0.420
H 4.25831 4.65824 0.24689 0.415
H 1.77881 4.52713 0.47318 0.409
I -1.32319 0.06773 3.10741 -0.088
S -0.29965 -2.43507 0.23096 -0.511
Sb 0.20370 -2.44674 -2.06234 1.654
C -0.20495 -4.48306 -2.48692 0.448
C 0.76434 -5.28725 -3.07134 -0.422
C 0.48225 -6.62724 -3.29294 -0.553
C -0.75491 -7.14607 -2.93766 -0.495
C -1.71790 -6.33210 -2.35570 -0.699
C -1.44545 -4.99319 -2.12166 -0.510
C -1.17246 -1.17673 -3.05969 0.432
C -1.06032 0.19278 -2.86908 -0.258
C -2.01304 1.03542 -3.42031 -0.725
C -3.05279 0.50408 -4.17174 -0.532
C -3.13873 -0.86487 -4.38285 -0.565
C -2.20219 -1.71864 -3.81759 -0.553
C 2.21309 -1.93485 -2.50035 0.244
C 3.22973 -2.63680 -1.86868 -0.572
C 4.54721 -2.29260 -2.13432 -0.721
C 4.83030 -1.25428 -3.01186 -0.576
C 3.80196 -0.55970 -3.63582 -0.584
C 2.48095 -0.90054 -3.38522 -0.290
H 1.72813 -4.87990 -3.35357 0.389
H 1.23093 -7.26612 -3.74176 0.404
H -0.96999 -8.19141 -3.11387 0.394
H -2.68055 -6.73999 -2.07841 0.400
H -2.18735 -4.36039 -1.64847 0.433
H -0.24346 0.60321 -2.28969 0.406
H -1.94232 2.10289 -3.25682 0.427
H -3.80174 1.16133 -4.59303 0.390
H -3.93851 -1.27250 -4.98658 0.409
H -2.27851 -2.78942 -3.96513 0.423
H 3.00182 -3.43432 -1.17094 0.496
H 5.35111 -2.83860 -1.65845 0.414
H 5.85924 -0.98879 -3.21669 0.420
H 4.02722 0.24344 -4.32531 0.446
H 1.67573 -0.36632 -3.87557 0.460
```


Entry 3:
Entry from the OMol25 dataset: a molecular structure, C43H79AsCrN2O3P2 in a non-equilibrium geometry (the ωB97M-V functional and the def2-TZVPD basis).

<S²>: 1.06
maximum force: 2.55 eV Å⁻¹
multiplicity: 2
molecular weight: 860.982 u
net charge: +1
frontier orbital gap (spin up / spin down): 3.9301 / 5.0438 eV
ΔE to the lowest compared entry with this formula, charge and spin: 106.3 kJ/mol

Structure (XYZ):
```
131
Properties=species:S:1:pos:R:3:mulliken_charge:R:1
Cr -0.76171 0.67201 0.92125 -0.458
C -3.48637 0.05778 2.59902 -1.002
N -3.00871 0.14218 1.22013 0.954
C -3.85140 1.13164 0.54092 -1.324
C -3.18807 -1.18010 0.60073 -1.429
C -2.40948 -1.28152 -0.69771 -1.112
N -0.96301 -1.11317 -0.45087 1.695
C -0.45446 -2.47524 -0.12535 -1.878
C 0.75064 -2.75996 0.74470 0.642
C 0.62587 -3.86994 1.56254 -0.745
C 1.70303 -4.41702 2.24865 -1.406
C 2.94382 -3.79515 2.08992 -0.423
C 3.14037 -2.70212 1.28268 -0.726
C 2.02691 -2.14637 0.54301 0.334
O 2.15275 -1.16852 -0.25318 -1.043
C 4.53356 -2.12387 1.08554 2.766
C 4.52687 -0.61319 1.36974 -2.037
C 4.93302 -2.41458 -0.36864 -1.643
C 5.59721 -2.74580 1.99753 -2.363
C 1.59962 -5.64206 3.13636 2.105
C 2.64888 -6.67718 2.70283 -1.702
C 0.22259 -6.30456 3.04827 -2.095
C 1.85979 -5.22794 4.59236 -1.645
C -0.33689 -0.63136 -1.70726 -1.281
C -1.11535 0.40576 -2.47272 -0.197
C -1.45437 0.13053 -3.78537 -0.871
C -2.13865 1.05127 -4.56392 -0.586
C -2.38956 2.28810 -3.98728 -0.663
C -2.05590 2.64037 -2.68892 0.627
C -1.46461 1.64272 -1.86277 -0.041
O -1.25090 1.78170 -0.58123 1.379
C -2.37178 4.09189 -2.30610 2.140
C -1.73786 5.02893 -3.35391 -1.808
C -1.82191 4.53051 -0.94761 -1.272
C -3.89649 4.28652 -2.28990 -1.719
C -2.55491 0.76451 -5.99563 1.761
C -1.54799 1.43946 -6.93930 -1.602
C -2.58049 -0.73998 -6.29014 -1.934
C -3.95863 1.32661 -6.26403 -1.762
H -4.56425 -0.15089 2.63210 0.449
H -3.30532 1.00577 3.10160 0.036
H -2.96829 -0.74030 3.12494 0.238
H -4.91351 0.87039 0.63453 0.411
H -3.60046 1.19697 -0.51408 0.218
H -3.68406 2.10834 0.99036 0.207
H -4.25321 -1.38239 0.41157 0.386
H -2.81750 -1.93009 1.30733 0.598
H -2.74628 -0.50501 -1.38785 0.497
H -2.60380 -2.24679 -1.18345 0.286
H -0.26812 -2.99025 -1.08386 0.471
H -1.27691 -3.01054 0.35538 0.467
H -0.34725 -4.32996 1.64672 0.598
H 3.78227 -4.19376 2.63530 0.559
H 3.68694 -0.13323 0.86473 0.337
H 5.45626 -0.15678 1.03019 0.566
H 4.43577 -0.44532 2.44276 0.348
H 4.14524 -2.09542 -1.04067 0.204
H 5.07881 -3.48404 -0.50102 0.382
H 5.85968 -1.90580 -0.62520 0.446
H 5.35701 -2.62118 3.05184 0.434
H 6.54434 -2.24370 1.80983 0.447
H 5.73551 -3.80352 1.78841 0.430
H 2.54936 -6.89258 1.64180 0.362
H 2.51342 -7.60339 3.25686 0.487
H 3.66031 -6.32486 2.88347 0.311
H 0.00523 -6.59847 2.02463 0.380
H -0.55882 -5.63680 3.40317 0.336
H 0.20411 -7.19818 3.66766 0.456
H 2.84064 -4.77429 4.70039 0.269
H 1.81058 -6.09446 5.24647 0.517
H 1.11248 -4.50820 4.92096 0.247
H -0.17599 -1.48194 -2.38564 0.955
H 0.65143 -0.24632 -1.42937 -1.191
H -1.17685 -0.83025 -4.18812 0.613
H -2.88470 3.03246 -4.58788 0.282
H -0.68118 4.79524 -3.47485 0.305
H -1.82619 6.06425 -3.02849 0.467
H -2.21728 4.94791 -4.32306 0.357
H -0.75340 4.72242 -1.02156 0.389
H -1.98892 3.77515 -0.18658 -0.911
H -2.29514 5.46194 -0.63900 0.601
H -4.34466 3.99773 -3.23528 0.292
H -4.13595 5.33152 -2.10805 0.500
H -4.34693 3.68549 -1.50273 0.302
H -0.54552 1.05568 -6.76242 0.329
H -1.53331 2.51543 -6.78197 0.330
H -1.81913 1.24165 -7.97385 0.451
H -1.57801 -1.16093 -6.29402 0.351
H -3.01233 -0.91148 -7.27327 0.443
H -3.18492 -1.26918 -5.55586 0.429
H -3.95950 2.41313 -6.28344 0.376
H -4.65717 0.99361 -5.49910 0.361
H -4.31721 0.98224 -7.23156 0.457
C -0.95581 -0.63225 4.65989 -1.934
P 0.05626 -0.19370 3.16982 2.096
C 1.45808 -1.29991 3.54710 -0.094
C 0.84652 1.34904 3.82695 -0.809
C -0.15617 2.48463 3.89859 -1.231
P -0.82864 2.78633 2.20493 2.316
C 0.41347 4.01258 1.62789 -0.975
C -2.22067 3.88619 2.71813 -1.460
H -0.30746 -0.62904 5.53614 0.491
H -1.35876 -1.63536 4.53511 0.460
H -1.77403 0.06183 4.82620 0.448
H 1.82439 -1.10205 4.55603 0.907
H 2.25019 -1.13695 2.82360 -0.423
H 1.14568 -2.33937 3.47810 -0.436
H 1.65028 1.59154 3.12312 -0.021
H 1.28398 1.14789 4.81011 0.766
H 0.30609 3.40362 4.27368 0.602
H -0.98169 2.22653 4.56763 0.462
H 0.11061 5.03008 1.86762 0.577
H 0.52796 3.91152 0.55331 -0.366
H 1.37202 3.78801 2.09477 0.568
H -1.83304 4.63062 3.41162 0.557
H -2.97730 3.29718 3.23168 0.372
H -2.67607 4.38684 1.87048 0.361
C 3.37202 0.47928 -1.95153 -1.039
As 2.29081 1.56575 -0.72123 0.369
C 1.42919 2.69848 -2.06190 -0.934
C 3.63762 2.75486 0.06009 -1.346
O 1.29966 1.19249 0.55674 1.080
H 3.72640 1.18334 -2.70649 0.674
H 2.78441 -0.30325 -2.42327 0.215
H 4.20897 0.03172 -1.42812 0.227
H 2.20896 3.28900 -2.53844 0.688
H 0.69770 3.36261 -1.61608 -0.187
H 0.92841 2.09644 -2.82002 0.281
H 4.48822 2.83137 -0.61534 0.460
H 3.98287 2.36498 1.01745 0.342
H 3.21611 3.74727 0.21058 0.430
```